1.
10
Properties=species:S:1:pos:R:3:mulliken_charge:R:1 method="wB97M-V/def2-TZVPD" max_force_ha_per_bohr=0.041 orbital_gap_ev="7.99 / 8.89" homo_energy_ev="-8.54 / -9.51" e_above_lowest_ev=4.453 charge=0 e_tot_ha=-490.04929
I -2.31192 -2.28418 0.28261 0.11
O -0.33459 -0.31595 1.46867 -0.31
C 0.94622 0.75322 -0.40473 -1.13
C 0.37429 -0.48281 0.22910 0.45
C -1.05853 -0.64083 0.39708 -0.46
H 1.75572 1.15738 0.20004 0.28
H 1.32355 0.51361 -1.39505 0.29
H 0.16147 1.50550 -0.49272 0.31
H -1.86087 1.16263 -0.48722 0.06
H 1.00465 -1.36857 0.20221 0.41

2.
12
Properties=species:S:1:pos:R:3:mulliken_charge:R:1 method="wB97M-V/def2-TZVPD" s_squared=8.7589 max_force_ha_per_bohr=0.074 orbital_gap_ev="9.97 / 7.84" spin_multiplicity=6 homo_energy_ev="-13.57 / -16.11" e_above_lowest_ev=0.000 charge=+1 e_tot_ha=-446.81056
Ir 2.52970 0.55380 0.60362 1.05
O -0.18222 -1.22399 0.42713 -0.25
O 0.82697 0.79585 -0.30556 -0.57
O 2.03228 -1.32224 0.00638 -0.57
C -0.46720 1.08745 0.16136 -0.22
C 0.87299 -0.99894 -0.40980 0.35
C -1.19990 -0.26156 0.17375 -0.42
H -0.44399 1.51558 1.17644 0.29
H -1.65416 -0.46294 -0.80973 0.31
H -1.95392 -0.34247 0.96333 0.33
H -0.98310 1.79310 -0.50832 0.27
H 0.62255 -1.13364 -1.47860 0.43

3.
13
Properties=species:S:1:pos:R:3:mulliken_charge:R:1 method="wB97M-V/def2-TZVPD" max_force_ha_per_bohr=0.096 orbital_gap_ev=7.75 homo_energy_ev=-22.46 e_above_lowest_ev=0.000 charge=+3 e_tot_ha=-387.62927
Y 2.12835 -0.44367 -0.97370 1.94
O 1.05557 -1.88346 0.15996 -0.45
O 0.51501 0.80159 -1.20517 -0.72
O -0.89078 -1.03425 0.84684 -0.15
C -0.46922 1.13824 -0.25657 -0.03
C -0.43097 0.33675 1.02728 -0.85
C -0.09855 -2.03176 0.72996 0.14
Li 0.24552 1.73901 -2.75603 0.90
H 0.55845 0.33470 1.50593 0.49
H -1.15043 0.76078 1.73487 0.38
H -0.36175 2.19167 0.05709 0.40
H -1.47553 1.03140 -0.69754 0.37
H 0.37434 -2.94100 -0.17291 0.58

4.
16
Properties=species:S:1:pos:R:3:mulliken_charge:R:1 method="wB97M-V/def2-TZVPD" max_force_ha_per_bohr=0.116 orbital_gap_ev=4.44 homo_energy_ev=-1.30 e_above_lowest_ev=4.882 charge=-2 e_tot_ha=-651.50430
O -15.25710 -7.59665 21.69432 -0.76
O -18.51766 -10.93037 13.59050 -0.75
O -16.49652 -11.03003 14.53325 -0.77
O -14.03140 -6.97299 23.49336 -0.46
O -16.72639 -11.50447 12.38481 -0.45
O -13.24240 -6.93189 21.40030 -0.74
O -14.87430 -13.88829 21.51828 -0.87
C -17.27661 -11.18487 13.54401 0.67
C -15.46318 -13.77499 22.75316 -0.63
C -14.20534 -7.09832 22.18441 0.66
Li -15.17651 -10.85105 18.89866 0.93
H -14.80780 -7.32770 23.93268 0.31
H -14.66893 -13.40980 23.40425 0.18
H -16.00421 -14.62768 23.16339 0.18
H -15.81787 -11.54897 12.69173 0.30
H -16.23802 -13.04737 22.99460 0.19

5.
13
Properties=species:S:1:pos:R:3:mulliken_charge:R:1 method="wB97M-V/def2-TZVPD" s_squared=0.7555 max_force_ha_per_bohr=0.128 orbital_gap_ev="6.56 / 4.75" spin_multiplicity=2 homo_energy_ev="-6.91 / -6.82" charge=0 e_tot_ha=-735.75680
Pb 0.32388 0.59164 -0.89315 0.91
Mg 3.63972 0.23516 0.48382 0.40
O -1.07559 1.91021 -0.42806 -0.65
O 1.83007 -0.29588 0.16466 -0.61
O -1.85657 -0.86072 -0.52360 -0.42
C -0.74624 -1.39903 0.23524 -1.16
C -2.62327 0.14516 0.02433 -0.26
C -2.24345 1.44213 -0.01138 -0.03
H -2.94543 2.16566 0.43080 0.33
H -3.43046 -0.19292 0.67837 0.37
H -0.96023 -1.34482 1.31803 0.40
H -0.58346 -2.39462 -0.20722 0.35
H 1.16301 -1.25807 0.66594 0.38

6.
9
Properties=species:S:1:pos:R:3:mulliken_charge:R:1 method="wB97M-V/def2-TZVPD" max_force_ha_per_bohr=0.044 orbital_gap_ev="8.04 / 8.12" homo_energy_ev="-9.14 / -9.14" e_above_lowest_ev=6.129 charge=0 e_tot_ha=-171.82986
N 0.61233 2.53368 -0.29572 -0.45
C -0.86627 -2.08397 -0.32171 -0.62
C 0.57526 1.34011 -0.08501 0.67
C 0.43484 0.13395 0.33931 -0.91
H 0.75011 -0.13867 1.33048 0.26
H -0.00729 -0.77389 -0.21629 0.40
H -1.79863 -1.67219 -0.74850 0.19
H 1.40469 2.98798 -0.72587 0.29
H -1.10503 -2.32699 0.72332 0.17

7.
9
Properties=species:S:1:pos:R:3:mulliken_charge:R:1 method="wB97M-V/def2-TZVPD" max_force_ha_per_bohr=0.096 orbital_gap_ev=11.15 homo_energy_ev=-9.99 e_above_lowest_ev=1.952 charge=0 e_tot_ha=-171.98333
N 0.81772 0.81751 -1.72085 -0.52
C -0.69367 -0.38016 1.49323 -0.61
C 0.06882 0.27511 0.64927 -0.11
C 0.28325 -0.09632 -1.04765 -0.11
H 0.91095 0.56000 -2.71600 0.25
H -0.55579 -0.03800 2.45807 0.27
H -0.09943 -1.02917 -1.41022 0.35
H 0.71885 1.03235 1.09462 0.25
H -1.45070 -1.14132 1.19952 0.24

8.
10
Properties=species:S:1:pos:R:3:mulliken_charge:R:1 method="wB97M-V/def2-TZVPD" max_force_ha_per_bohr=0.141 orbital_gap_ev=9.36 homo_energy_ev=-15.42 e_above_lowest_ev=6.016 charge=+1 e_tot_ha=-226.37127
N 0.71151 0.72137 -0.15321 -0.21
N -1.55332 0.37957 -0.06198 -0.39
C -0.49752 1.18201 0.04976 0.11
C 0.06171 -1.30533 0.00330 -0.68
C -1.08660 -0.78328 -0.11672 0.43
H 1.58748 1.25290 -0.11811 0.23
H 0.84913 -0.21435 -0.40132 0.37
H -0.78160 2.21498 0.42343 0.37
H 0.35562 -1.36621 0.96475 0.37
H 0.35360 -2.08167 -0.58989 0.39

9.
10
Properties=species:S:1:pos:R:3:mulliken_charge:R:1 method="wB97M-V/def2-TZVPD" max_force_ha_per_bohr=0.103 orbital_gap_ev="8.09 / 8.10" homo_energy_ev="-14.31 / -14.31" e_above_lowest_ev=6.832 charge=+1 e_tot_ha=-226.34131
N -0.89271 -0.86890 0.04228 0.00
N 1.35410 -0.31131 -0.03989 0.05
C 1.03568 0.88628 0.07911 -0.17
C 0.32681 -1.36401 0.04117 -0.31
C -1.32320 0.44100 -0.03768 -0.45
H 1.65688 1.76684 0.01158 0.35
H -1.53424 0.91336 0.97699 0.39
H 2.31454 -0.82650 -0.28801 0.41
H -1.36780 1.01241 -1.01661 0.39
H -1.57007 -1.64918 0.23106 0.35

10.
12
Properties=species:S:1:pos:R:3:mulliken_charge:R:1 method="wB97M-V/def2-TZVPD" max_force_ha_per_bohr=0.089 orbital_gap_ev=7.73 homo_energy_ev=-3.59 e_above_lowest_ev=3.333 charge=-1 e_tot_ha=-377.16762
O 1.74235 1.99999 -2.38732 -0.75
O 2.86511 0.28244 -3.14872 -0.76
N 1.62525 -0.03535 -1.47504 -0.77
N 2.06723 0.79069 -2.34237 1.12
C -0.64384 -0.48745 -0.36983 -0.61
C 0.30042 -0.20609 0.84364 -0.73
C 0.57673 0.34647 -0.56815 0.22
H 0.27817 1.54222 -0.84128 0.31
H 0.98585 -0.97590 1.11915 0.32
H -0.04839 0.54012 1.63376 0.18
H -1.54436 0.22089 -0.43041 0.20
H -0.78784 -1.59606 -0.69587 0.27

11.
12
Properties=species:S:1:pos:R:3:mulliken_charge:R:1 method="wB97M-V/def2-TZVPD" max_force_ha_per_bohr=0.026 orbital_gap_ev="9.72 / 5.06" homo_energy_ev="-15.09 / -12.70" e_above_lowest_ev=4.428 charge=+1 e_tot_ha=-376.87344
O 0.86126 0.13600 -0.42982 -0.24
O 1.77422 3.06942 -0.27459 0.05
N -0.94877 0.21728 0.75128 -0.02
N 2.48889 3.81013 0.13429 0.40
C 0.24596 -1.16617 -0.67222 -0.26
C -1.00387 -1.15497 0.22318 -0.38
C 0.12159 0.82335 0.34789 0.12
H -1.65990 0.60080 1.35590 0.22
H 0.01927 -1.22893 -1.73871 0.26
H -1.93180 -1.30700 -0.33068 0.30
H -0.94965 -1.87529 1.04386 0.29
H 0.98282 -1.92462 -0.41041 0.27

12.
12
Properties=species:S:1:pos:R:3:mulliken_charge:R:1 method="wB97M-V/def2-TZVPD" max_force_ha_per_bohr=0.097 orbital_gap_ev="7.60 / 9.01" homo_energy_ev="-15.38 / -15.33" e_above_lowest_ev=7.788 charge=+1 e_tot_ha=-376.74996
O -0.84592 -0.68826 -1.27740 -0.22
O 0.62664 2.04558 1.96299 -0.32
N 1.05715 -0.96040 -0.05629 -0.43
N -1.33084 0.27061 -0.30158 0.01
C 0.45680 -0.77236 -1.25670 -0.21
C -0.05060 1.06857 1.90524 0.09
C -0.77967 0.64456 0.74797 0.44
H -2.27119 0.43635 -0.53877 0.29
H -0.33045 0.29783 2.75938 0.28
H 2.01769 -0.69959 -0.11325 0.28
H 0.92445 0.01732 -1.73792 0.45
H 0.52594 -1.66020 -2.09367 0.34